[1]
# C26H75N3O10

A 10-piece molecular cluster, C26H75N3O10 overall at a distorted geometry (ωB97M-V/def2-TZVPD, the OMol25 dataset).

```
114
Properties=species:S:1:pos:R:3:forces:R:3
C -0.383288 7.750247 -7.292533 -0.756 -0.546 -0.067
O 0.552091 6.708298 -7.160420 0.596 0.389 0.390
C 1.514772 7.055052 -6.166307 1.007 -1.444 -0.807
C 2.663704 6.017475 -6.171231 -0.860 -0.932 0.503
C 2.279399 4.719587 -5.510997 -2.021 -1.202 -0.150
N 3.727300 6.589743 -5.427496 1.811 1.796 0.450
H -1.222294 7.387013 -7.886027 0.124 -0.109 -0.185
H 0.021607 8.630856 -7.791200 0.188 0.162 0.202
H -0.807742 7.971096 -6.313165 0.055 0.483 0.142
H 2.048797 7.983123 -6.370277 -0.562 0.461 -0.013
H 1.069646 7.007042 -5.172503 -0.212 0.498 0.167
H 2.878804 5.747971 -7.205248 0.627 0.694 -0.090
H 3.046023 4.194681 -4.941029 0.205 0.181 -0.338
H 1.818122 4.053320 -6.239995 0.344 -0.406 -0.185
H 1.420460 4.848798 -4.852490 0.101 0.303 0.562
H 4.627762 6.133154 -5.399107 -0.189 -0.395 -0.615
H 3.506911 6.710288 -4.449238 -0.461 0.062 0.060
C -9.636651 -1.737147 -0.407834 -1.301 -1.270 0.502
O -8.422987 -2.168041 -0.874055 3.056 0.734 -0.887
C -8.449791 -2.442370 -2.269165 0.889 -0.540 0.139
C -7.088863 -2.513678 -3.084880 -1.504 1.114 0.432
C -6.275087 -1.238844 -3.086880 0.667 -0.056 1.473
N -7.513426 -2.806537 -4.439834 -0.196 -0.764 -0.579
H -10.179306 -2.682281 -0.389634 -1.274 0.229 0.339
H -10.163988 -1.030976 -1.049192 0.124 0.245 -0.148
H -9.586046 -1.356982 0.612470 0.353 0.069 -0.129
H -8.857543 -3.444391 -2.402518 -0.560 -0.035 -0.196
H -9.105366 -1.675680 -2.682092 0.025 -0.055 -0.703
H -6.459089 -3.347355 -2.774295 -0.164 0.017 0.479
H -5.268323 -1.521307 -3.394677 0.065 0.410 -0.484
H -6.140861 -0.890341 -2.062856 -0.022 0.126 0.198
H -6.682398 -0.399833 -3.651039 -0.092 -0.297 -0.252
H -8.351909 -2.305275 -4.696359 -0.055 0.167 0.021
H -6.785784 -2.513710 -5.076138 -0.007 -0.090 -0.203
C 3.219687 -7.412309 3.956518 0.627 0.265 -0.770
O 3.487074 -8.130477 5.123946 0.771 -1.846 0.165
C 4.018494 -9.473716 4.853518 -1.047 -0.888 -0.615
C 5.532852 -9.592792 4.832874 0.161 -0.899 -0.025
C 6.121778 -11.032283 4.942376 -0.099 0.302 -0.260
N 5.952227 -8.856840 6.018741 0.369 0.593 -0.617
H 3.056632 -6.363322 4.203782 -0.477 -0.191 0.168
H 2.417598 -7.867472 3.375509 -0.363 0.211 0.110
H 4.087995 -7.391714 3.297958 0.278 -0.099 -0.171
H 3.636027 -10.168864 5.600904 -0.179 0.357 0.473
H 3.647629 -9.892047 3.917810 -0.480 0.405 -0.340
H 5.835009 -9.140467 3.888320 0.680 0.363 0.219
H 6.163336 -11.707430 4.087655 -1.012 0.274 -0.424
H 5.620235 -11.537996 5.767480 0.178 -0.174 0.093
H 7.196498 -10.986837 5.118483 -0.052 0.525 0.671
H 5.474936 -9.325255 6.775625 0.215 -0.388 0.579
H 5.312669 -8.087660 5.879346 0.430 1.192 0.741
C -0.865610 2.024716 0.665769 1.310 -0.813 0.099
C 0.317761 0.997468 0.524839 -1.321 0.650 -1.185
O 0.303246 -0.021869 1.511748 0.334 0.492 0.154
H -0.831723 2.852514 -0.042544 0.176 -0.337 -0.491
H -0.718878 2.538647 1.615735 -0.672 -0.352 0.366
H -1.777583 1.445357 0.521692 -0.228 0.454 0.551
H 1.232744 1.572357 0.381954 0.428 -0.332 0.574
H 0.172580 0.435878 -0.398013 0.014 0.176 -0.220
H 0.863023 0.238505 2.246905 -0.029 0.050 0.173
C 6.692063 0.232005 -1.965545 0.988 0.638 -0.789
C 7.996856 0.832544 -2.573572 0.106 0.707 0.290
O 8.490016 1.790346 -1.641375 0.284 0.053 1.175
H 6.913513 -0.467720 -1.159660 0.185 -0.052 -0.167
H 6.097726 -0.261018 -2.734824 -0.018 -0.026 0.102
H 6.128260 1.049973 -1.517051 -0.091 0.011 -0.199
H 7.966553 1.470062 -3.457166 -1.317 -0.711 -0.739
H 8.786478 0.117275 -2.803737 -0.195 -0.591 0.253
H 9.180039 2.301339 -2.070744 0.048 -0.020 0.075
C -0.662202 -5.875954 -2.638324 0.174 0.492 -1.067
C -0.492310 -4.715396 -1.680278 0.362 -1.077 1.131
O 0.887744 -4.599537 -1.286362 -0.403 0.252 -0.594
H -1.713172 -6.161502 -2.683484 0.050 -0.158 0.068
H -0.022927 -6.743860 -2.476578 -0.161 0.080 0.714
H -0.379252 -5.568438 -3.645040 -0.087 0.161 -0.169
H -1.035466 -4.970354 -0.770290 -0.333 0.100 0.134
H -0.921700 -3.787344 -2.057681 0.224 0.090 -0.270
H 0.918500 -3.908299 -0.620894 0.172 0.078 0.069
C 2.170928 7.150983 0.478779 -2.710 0.479 -0.564
C 3.473539 6.578267 0.847600 0.564 1.306 -0.509
O 3.882261 5.822853 -0.302351 -0.538 -0.282 0.419
H 2.077811 7.596729 -0.511543 0.449 -0.326 -0.219
H 1.740409 7.927912 1.110566 0.685 0.119 0.597
H 1.413850 6.372938 0.576604 -0.137 -0.209 -0.470
H 3.241503 6.122435 1.810143 0.943 -1.041 -0.092
H 4.125585 7.435565 1.014825 0.649 -0.270 0.122
H 4.755920 5.424975 -0.298020 0.096 0.212 0.696
C -3.949073 -2.208380 4.468666 0.150 -0.931 0.275
C -2.911675 -1.780168 5.538945 -0.408 0.984 -0.556
O -3.277470 -1.651964 6.886456 -0.925 0.407 1.157
H -4.703379 -1.528630 4.072352 0.512 1.030 0.530
H -4.615245 -3.018396 4.765645 0.509 -0.628 0.205
H -3.367107 -2.501402 3.594853 -0.082 -0.311 -0.026
H -2.639757 -0.775928 5.213897 0.408 0.146 0.065
H -1.985927 -2.344884 5.649262 -0.124 -0.557 -1.214
H -4.101536 -2.071097 7.144989 -0.028 -0.131 -0.444
C 1.420215 2.562948 6.830494 -0.383 0.126 0.421
C 2.355393 1.371770 6.940770 -0.437 1.011 1.009
O 2.848332 1.114331 5.678298 0.739 -0.896 -1.638
H 1.955594 3.440735 6.468609 0.050 0.008 0.035
H 0.942974 2.808584 7.779178 0.099 0.048 0.152
H 0.607583 2.361181 6.132636 0.095 -0.153 -0.120
H 1.837701 0.506232 7.354220 -0.040 -0.164 -0.203
H 3.188454 1.591622 7.608427 -0.059 0.070 0.333
H 3.748305 1.440448 5.605550 -0.082 -0.056 -0.023
C -5.133512 5.361263 -2.706238 -0.609 0.574 0.007
C -6.052646 5.274787 -1.452140 0.571 0.455 -0.911
O -6.667897 6.539148 -1.049540 0.477 -1.251 -0.742
H -5.670196 5.825747 -3.533478 -0.346 0.429 0.206
H -4.950676 4.385007 -3.155228 0.276 -0.308 0.641
H -4.200294 5.919013 -2.627926 -0.013 -0.148 0.426
H -5.558203 4.902372 -0.554957 0.333 -0.334 -0.261
H -6.809985 4.563388 -1.781445 -0.367 -0.027 0.392
H -7.293390 6.196403 -0.406981 -0.317 0.607 0.243
```
Forces are in eV/Å.

Its frontier orbital gap is 9.1382 eV. The multiplicity is 1. The calculation puts the energy above the lowest of the compared OMol25 structures with the same formula, charge and spin at 112.3 kcal per mole. Its total energy is -1951.9667 Eh. Its structure (SMILES) is COC[C@H](C)N.COC[C@H](C)N.COC[C@H](C)N.CCO.CCO.CCO.CCO.CCO.CCO.CCO.


[2]
# C26H76AgN12O6P4Y

C26H76AgN12O6P4Y as an isolated structure at a distorted geometry (ωB97M-V/def2-TZVPD, the OMol25 dataset).

```
126
Properties=species:S:1:pos:R:3:forces:R:3
Ag 13.817459 14.480358 11.492333 0.196 -0.419 -0.781
Y 14.321825 18.187733 12.252744 5.310 0.116 -3.732
O 16.661648 18.305258 12.095429 -3.842 -0.197 -0.218
C 17.296705 17.301057 11.330715 -0.456 -1.355 0.859
C 16.325653 16.337919 10.495922 -0.317 0.932 -0.793
O 14.890053 16.529610 10.681962 -0.623 1.404 3.033
H 17.810022 16.691886 12.093694 0.155 -0.188 -0.488
H 18.076318 17.682038 10.649106 -0.428 0.210 0.179
H 16.555349 15.270429 10.596488 0.125 0.236 0.349
H 16.436658 16.562491 9.428738 0.334 0.013 0.049
O 15.076048 12.485895 11.614127 0.700 -0.333 0.307
P 16.309638 11.614921 11.566741 2.008 -0.804 -0.179
N 17.079019 11.605625 10.002177 -0.622 -0.160 1.190
C 18.095499 12.488673 9.435251 -0.056 0.410 0.786
C 16.290825 10.955860 8.961968 -1.030 -0.764 0.469
N 15.971118 9.983461 11.911497 0.908 0.478 0.031
C 16.929343 8.801864 11.851228 -0.421 1.060 -0.681
C 14.624843 9.551401 12.284613 -0.155 -0.145 0.045
N 17.516657 12.093436 12.711284 -0.964 -0.082 -1.112
C 18.725824 11.301782 12.933899 -0.062 -0.280 0.080
C 17.725469 13.511947 12.972115 0.002 0.402 -0.641
H 18.825019 11.908489 8.868864 -0.114 0.012 -0.156
H 18.656189 13.035772 10.194658 -0.055 -0.203 0.218
H 17.633599 13.260204 8.802524 0.087 -0.231 -0.129
H 16.197249 11.512208 8.024910 0.415 0.145 0.185
H 15.268174 10.862808 9.334897 -0.127 -0.062 -0.147
H 16.602155 9.921934 8.761108 0.301 0.293 -0.152
H 17.094326 8.290304 12.811504 -0.463 0.439 -0.092
H 16.539243 8.088018 11.123013 -0.124 -0.080 0.147
H 17.909333 9.093040 11.482328 -0.086 0.259 -0.097
H 14.120576 9.118266 11.412863 -0.148 0.092 0.132
H 14.684958 8.771294 13.047679 0.163 0.003 -0.076
H 14.012464 10.335496 12.731537 0.182 0.176 -0.334
H 18.486517 10.263105 13.116063 -0.109 -0.143 -0.131
H 19.465818 11.362828 12.122137 -0.145 0.064 0.115
H 19.177873 11.638460 13.866479 0.091 0.130 -0.109
H 16.928464 13.921140 13.587239 -0.130 0.119 0.022
H 17.829093 14.105051 12.049822 -0.222 -0.004 0.139
H 18.673583 13.666967 13.484125 -0.096 -0.192 0.201
O 20.448516 18.826104 4.881832 -0.295 -0.988 1.152
P 19.910915 18.406401 6.207043 -0.180 -0.061 0.047
N 20.162342 16.773453 6.708232 -1.263 0.495 -0.619
C 21.496946 16.216136 6.431674 0.091 1.034 0.527
C 19.450233 16.190798 7.873894 0.520 -0.343 -1.036
N 18.214648 18.636082 6.404078 -0.126 -1.113 0.427
C 17.646646 19.998775 6.431611 1.402 0.194 -0.848
C 17.370446 17.654673 5.684491 -0.401 0.838 -0.028
N 20.606369 19.285838 7.427464 -0.697 0.452 0.444
C 20.185721 19.066023 8.828129 0.942 0.636 -0.325
C 21.949404 19.852647 7.251041 -0.115 -0.252 0.806
H 21.536946 15.134192 6.543312 -0.295 -0.027 -0.108
H 22.222983 16.654092 7.137671 0.032 -0.268 -0.040
H 21.831907 16.515767 5.438950 -0.201 -0.161 -0.057
H 19.972179 16.352518 8.827656 -0.063 -0.183 -0.182
H 19.369454 15.119502 7.641571 0.165 0.032 0.434
H 18.418493 16.530330 7.965969 0.169 0.404 -0.131
H 16.582017 20.123138 6.689771 0.296 -0.830 0.067
H 18.243070 20.585496 7.132006 -0.090 0.070 -0.025
H 17.789269 20.454577 5.439061 -0.212 0.114 0.170
H 16.344272 17.739681 6.071165 0.176 -0.080 0.080
H 17.296175 17.874646 4.610391 0.214 -0.090 0.080
H 17.700373 16.629434 5.821299 0.222 0.060 0.002
H 20.365893 19.998219 9.375593 -0.006 -0.020 -0.002
H 19.123633 18.844149 8.936995 0.085 -0.172 -0.345
H 20.800526 18.299550 9.328450 -0.233 0.068 -0.140
H 22.671487 19.248659 7.820731 -0.001 0.074 -0.113
H 21.971180 20.859361 7.685957 0.073 -0.035 -0.313
H 22.257530 19.844501 6.208098 -0.272 0.160 0.031
O 11.918346 13.746778 10.256764 -0.158 1.381 0.989
P 11.093101 13.637576 9.027991 -0.947 -1.327 -3.303
N 11.157793 11.985967 8.524627 -0.469 1.806 -0.016
C 12.481767 11.426295 8.245643 0.237 0.952 -0.028
C 10.132975 10.982838 8.830126 0.139 0.544 -0.267
N 11.799831 14.504121 7.725834 0.330 -1.128 0.773
C 11.439370 14.283450 6.314953 0.394 -0.418 0.784
C 12.397054 15.796840 8.050930 -1.438 0.049 0.247
N 9.451633 14.210575 9.018449 0.826 -0.924 1.099
C 8.935010 14.952683 10.215185 1.407 -0.448 -0.406
C 8.611216 14.203341 7.788126 0.572 0.531 0.228
H 13.015162 11.207013 9.183689 -0.071 -0.241 -0.296
H 13.061030 12.171294 7.690541 0.085 -0.022 0.190
H 12.427704 10.564222 7.576832 -0.229 -0.085 0.317
H 9.506045 10.857520 7.946148 -0.218 -0.279 0.164
H 9.526282 11.279518 9.684172 -0.066 -0.119 -0.010
H 10.652235 10.047620 9.044487 -0.266 0.011 0.122
H 11.199410 13.227785 6.189573 -0.203 0.057 -0.038
H 10.592910 14.898176 6.002727 0.168 0.036 -0.213
H 12.333451 14.455270 5.711673 -0.199 0.250 -0.122
H 11.608886 16.403330 8.546687 0.454 0.171 0.035
H 13.254681 15.715381 8.722520 0.087 0.057 -0.264
H 12.608610 16.320431 7.118302 0.411 -0.099 0.113
H 7.884232 14.787237 10.450730 0.005 -0.136 -0.411
H 9.528191 14.583859 11.055918 -0.212 0.059 0.106
H 9.157980 16.029746 10.146163 -0.377 -0.181 -0.175
H 8.708339 15.156895 7.250806 -0.069 -0.070 0.133
H 7.561030 14.087264 8.054437 0.077 -0.121 0.169
H 8.868015 13.421839 7.063881 0.146 -0.035 0.505
O 14.353359 20.216482 11.147978 -0.339 -2.119 1.458
P 14.184317 21.312815 10.127846 1.217 1.851 -2.637
N 13.283073 22.604635 10.594531 -1.028 -1.090 -1.416
C 13.770108 23.468792 11.618172 0.026 -0.033 1.398
C 11.817797 22.380009 10.756767 0.705 -0.035 -0.377
N 13.461562 20.659506 8.776448 -0.692 1.458 0.332
C 13.675640 19.269936 8.497265 0.006 -0.597 0.937
C 12.992828 21.426183 7.597223 0.467 -0.421 -0.004
N 15.691881 21.951179 9.694925 -0.351 0.244 1.185
C 16.877479 21.090958 9.752492 -0.231 -0.851 0.246
C 15.785388 23.006153 8.673015 -1.070 -0.398 -0.377
H 13.084117 24.305384 11.682177 0.182 0.336 0.038
H 14.783461 23.805591 11.447205 0.142 0.000 -0.009
H 13.685908 22.908370 12.569233 0.369 0.571 0.068
H 11.405980 21.985972 9.835758 -0.074 -0.336 0.010
H 11.335056 23.343723 10.912298 0.096 -0.066 0.224
H 11.644177 21.705804 11.605852 -0.289 0.189 -0.111
H 14.742427 19.024471 8.493536 -0.118 -0.337 -0.121
H 13.153812 18.721798 9.299530 0.304 -0.507 -0.404
H 13.220008 19.002991 7.550914 0.008 -0.052 -0.089
H 12.070036 20.974652 7.217974 0.020 0.152 0.204
H 12.833471 22.479413 7.793783 -0.021 0.065 0.266
H 13.739228 21.335167 6.800259 -0.077 0.149 0.011
H 17.826630 21.613158 9.605180 -0.415 0.390 -0.070
H 16.938646 20.616520 10.731460 -0.018 -0.137 -0.030
H 16.811750 20.308326 8.984458 0.220 0.037 0.134
H 15.754228 22.521923 7.688926 0.289 0.322 -0.092
H 16.663928 23.646886 8.755830 0.114 -0.394 0.285
H 14.912762 23.659893 8.726224 0.028 -0.027 0.078
```
Forces are in eV/Å.

Its frontier orbital gap is 4.1894 eV. The multiplicity is 1. Its total energy is -3695.1557 Eh. Its total charge is +2.